{
  "formula": "C5H24N2O6",
  "method": "ωB97M-V/def2-TZVPD",
  "symbols": ["C", "O", "C", "C", "C", "C", "N", "N", "H", "H", "H", "H", "H", "H", "H", "H", "H", "H", "H", "H", "H", "H", "H", "H", "O", "H", "H", "O", "H", "H", "O", "H", "H", "O", "H", "H", "O"],
  "xyz": [[1.879, -0.091, 0.050], [2.102, -0.913, 1.027], [0.516, 0.626, 0.521], [0.076, 1.639, -0.602], [-0.544, 0.707, -1.661], [-1.389, -0.221, -1.374], [-1.621, -1.375, -2.427], [0.678, 1.503, 1.784], [2.708, 0.652, -0.135], [1.483, -0.533, -0.920], [2.742, -1.704, 0.760], [-0.250, -0.178, 0.701], [0.748, 2.479, -0.913], [-0.784, 2.286, -0.072], [-0.004, 0.926, -2.569], [-1.777, -0.616, -0.488], [-1.320, -2.298, -2.174], [-0.898, -1.189, -3.312], [-2.604, -1.461, -2.723], [1.358, 2.217, 1.751], [0.957, 0.864, 2.502], [-0.273, 1.871, 1.879], [3.354, 2.873, 3.127], [2.305, 3.761, 3.718], [2.369, 2.911, 3.167], [1.456, -4.330, -1.203], [0.720, -5.210, -2.256], [0.609, -4.468, -1.532], [0.693, -0.674, -4.917], [-0.511, -1.179, -5.739], [-0.210, -1.235, -4.838], [-1.298, -0.019, 2.635], [-1.761, 0.712, 3.746], [-0.967, 0.734, 3.092], [-4.200, 0.242, 1.992], [-3.643, 1.666, 2.432], [-3.381, 0.719, 2.218]],
  "total_charge": 2,
  "lumo_ha": -0.207,
  "energy_ev": -20821.381,
  "e_above_lowest_kcal_mol": 89.3
}

***

{
  "formula": "CH10N2O4",
  "method": "ωB97M-V/def2-TZVPD",
  "symbols": ["N", "C", "N", "O", "H", "H", "H", "H", "O", "H", "H", "O", "H", "H", "O", "H", "H"],
  "xyz": [[-1.083, 0.146, 0.054], [-0.546, 1.091, 0.903], [0.564, 0.660, 1.758], [-0.904, 2.267, 0.890], [-0.908, -0.848, -0.020], [-1.684, 0.452, -0.736], [0.519, 1.156, 2.609], [0.926, -0.271, 1.793], [2.418, -4.273, -0.424], [2.468, -5.189, -0.149], [2.170, -4.360, -1.353], [0.359, -2.453, -0.262], [0.978, -1.635, -0.339], [0.891, -3.012, -0.780], [-1.872, 5.662, -1.614], [-1.515, 4.915, -1.044], [-2.781, 5.692, -1.287]],
  "lumo_ha": 0.008,
  "energy_ev": -12369.697,
  "e_above_lowest_kcal_mol": 32.0,
  "smiles": "NC(N)=O.O.O.O"
}

***

{
  "formula": "C41H42N5P2SiV",
  "method": "ωB97M-V/def2-TZVPD",
  "symbols": ["V", "C", "Si", "C", "C", "C", "C", "C", "C", "P", "C", "C", "C", "C", "C", "C", "C", "C", "C", "C", "C", "C", "C", "C", "C", "C", "C", "C", "P", "C", "C", "C", "C", "C", "C", "C", "C", "C", "C", "C", "C", "H", "H", "H", "H", "H", "H", "H", "H", "H", "H", "H", "H", "H", "H", "H", "H", "H", "H", "H", "H", "H", "H", "H", "H", "H", "H", "H", "H", "H", "H", "H", "C", "N", "C", "C", "N", "N", "C", "N", "N", "H", "H", "H", "H", "H", "H", "H", "H", "H", "H", "H"],
  "xyz": [[-0.199, -0.114, -0.450], [1.425, -2.606, 1.846], [1.482, -1.903, 0.082], [3.247, -1.190, -0.036], [4.436, -1.929, 0.033], [5.676, -1.320, 0.029], [5.774, 0.067, -0.030], [4.622, 0.825, -0.087], [3.371, 0.203, -0.092], [1.857, 1.224, -0.184], [2.157, 2.337, -1.603], [1.648, 1.932, -2.836], [1.860, 2.692, -3.975], [2.576, 3.879, -3.890], [3.080, 4.296, -2.668], [2.874, 3.529, -1.532], [1.956, 2.293, 1.297], [2.569, 1.829, 2.457], [2.496, 2.561, 3.635], [1.816, 3.769, 3.664], [1.204, 4.245, 2.509], [1.266, 3.508, 1.338], [1.185, -3.451, -0.994], [2.043, -4.552, -1.091], [1.706, -5.680, -1.819], [0.478, -5.748, -2.465], [-0.395, -4.681, -2.384], [-0.042, -3.539, -1.663], [-1.147, -2.080, -1.641], [-2.849, -2.716, -1.668], [-3.499, -3.130, -2.828], [-4.789, -3.634, -2.763], [-5.436, -3.733, -1.539], [-4.796, -3.318, -0.378], [-3.511, -2.805, -0.445], [-0.875, -1.330, -3.289], [-1.761, -0.351, -3.751], [-1.501, 0.332, -4.926], [-0.340, 0.062, -5.644], [0.552, -0.892, -5.183], [0.289, -1.587, -4.009], [2.192, -3.368, 2.002], [0.456, -3.070, 2.046], [1.595, -1.817, 2.585], [4.395, -3.010, 0.092], [6.576, -1.921, 0.075], [6.743, 0.547, -0.033], [4.696, 1.905, -0.134], [1.089, 1.004, -2.929], [1.463, 2.357, -4.923], [2.741, 4.478, -4.776], [3.641, 5.219, -2.601], [3.276, 3.865, -0.583], [3.111, 0.891, 2.433], [2.985, 2.195, 4.528], [1.776, 4.347, 4.578], [0.695, 5.201, 2.521], [0.785, 3.882, 0.441], [2.998, -4.537, -0.579], [2.393, -6.514, -1.875], [0.204, -6.630, -3.028], [-1.355, -4.741, -2.882], [-3.000, -3.053, -3.787], [-5.290, -3.954, -3.667], [-6.440, -4.131, -1.491], [-5.302, -3.392, 0.575], [-3.010, -2.465, 0.455], [-2.672, -0.149, -3.197], [-2.204, 1.069, -5.290], [-0.139, 0.592, -6.565], [1.455, -1.105, -5.741], [0.983, -2.339, -3.656], [-2.114, 1.968, 4.311], [-1.093, 1.266, 3.544], [-0.357, 0.269, 4.301], [-1.177, 1.098, 2.194], [-0.816, 0.039, 1.559], [-1.622, 2.233, 1.521], [-1.908, 2.398, 0.177], [-2.491, 3.615, -0.062], [-1.595, 1.540, -0.721], [-1.643, 2.520, 5.125], [-2.829, 1.258, 4.737], [-2.665, 2.666, 3.690], [-0.134, 0.682, 5.283], [0.585, 0.043, 3.802], [-0.925, -0.658, 4.443], [-0.617, -0.734, 2.183], [-1.450, 3.095, 2.015], [-3.133, 3.977, 0.623], [-2.717, 3.833, -1.018], [-1.950, 1.787, -1.638]],
  "total_charge": 1,
  "s_squared": 3.77,
  "lumo_ha": [-0.076, -0.076],
  "energy_ev": -102790.041,
  "e_above_lowest_kcal_mol": 0.0,
  "spin_multiplicity": 4
}

***

{
  "formula": "C40H56ClN2O8S3Y",
  "method": "ωB97M-V/def2-TZVPD",
  "symbols": ["Y", "C", "C", "C", "C", "C", "C", "C", "N", "C", "C", "C", "C", "C", "C", "O", "C", "C", "C", "C", "C", "C", "C", "C", "C", "O", "C", "C", "C", "C", "C", "C", "H", "H", "H", "H", "H", "H", "H", "H", "H", "H", "H", "H", "H", "H", "H", "H", "H", "H", "H", "H", "H", "H", "H", "H", "H", "H", "H", "H", "H", "H", "H", "H", "H", "H", "H", "H", "H", "H", "H", "H", "C", "C", "C", "C", "C", "C", "C", "S", "O", "O", "N", "C", "C", "O", "O", "H", "H", "H", "H", "H", "H", "H", "H", "H", "Cl", "C", "H", "H", "C", "O", "C", "S", "S", "H", "H", "H", "O", "H", "H"],
  "xyz": [[1.566, -0.193, -0.652], [-3.191, -3.022, 5.127], [-3.685, -2.370, 3.828], [-4.063, -0.920, 4.140], [-4.943, -3.100, 3.333], [-2.614, -2.473, 2.750], [-2.143, -1.390, 2.055], [-1.193, -1.531, 1.026], [-0.698, -0.485, 0.334], [-1.410, 0.646, 0.191], [-2.815, 0.648, 0.128], [-3.516, 1.816, -0.018], [-2.781, 3.013, -0.118], [-1.410, 3.089, -0.133], [-0.643, 1.885, 0.070], [0.602, 1.829, 0.247], [-0.765, 4.457, -0.319], [-1.533, 5.288, -1.364], [0.685, 4.373, -0.796], [-0.818, 5.179, 1.036], [-5.034, 1.864, -0.112], [-5.444, 2.573, -1.409], [-5.600, 2.622, 1.098], [-5.661, 0.467, -0.132], [-0.640, -2.835, 0.716], [0.146, -2.939, -0.268], [-1.085, -3.943, 1.518], [-2.074, -3.736, 2.445], [-0.502, -5.333, 1.297], [-1.116, -5.900, 0.011], [-0.803, -6.288, 2.462], [1.020, -5.260, 1.150], [-3.928, -2.903, 5.921], [-2.258, -2.561, 5.441], [-3.010, -4.085, 4.992], [-4.827, -0.891, 4.917], [-4.456, -0.419, 3.260], [-3.196, -0.367, 4.488], [-5.736, -3.054, 4.081], [-4.725, -4.144, 3.121], [-5.303, -2.640, 2.414], [-2.434, -0.384, 2.304], [-3.306, -0.313, 0.133], [-3.348, 3.925, -0.223], [-1.630, 4.721, -2.288], [-0.980, 6.201, -1.582], [-2.526, 5.582, -1.022], [0.745, 3.820, -1.729], [1.310, 3.867, -0.068], [1.074, 5.380, -0.959], [-1.844, 5.239, 1.400], [-0.420, 6.190, 0.947], [-0.227, 4.632, 1.765], [-5.111, 3.606, -1.418], [-6.528, 2.564, -1.522], [-4.994, 2.068, -2.260], [-5.220, 3.639, 1.135], [-5.320, 2.121, 2.023], [-6.688, 2.668, 1.046], [-5.289, -0.106, -0.978], [-6.745, 0.549, -0.220], [-5.435, -0.078, 0.781], [-2.442, -4.581, 3.004], [-2.204, -5.928, 0.088], [-0.751, -6.908, -0.183], [-0.845, -5.262, -0.824], [-1.855, -6.566, 2.512], [-0.517, -5.832, 3.406], [-0.225, -7.202, 2.338], [1.290, -4.601, 0.332], [1.427, -6.249, 0.947], [1.466, -4.876, 2.065], [7.432, 3.529, -6.076], [6.628, 2.816, -5.024], [7.002, 1.556, -4.574], [6.245, 0.902, -3.618], [5.116, 1.508, -3.100], [4.734, 2.768, -3.525], [5.494, 3.416, -4.485], [4.112, 0.521, -1.956], [5.061, -0.328, -1.269], [3.409, 1.449, -1.056], [3.122, -0.372, -2.800], [2.477, 0.313, -3.891], [1.397, 1.342, -3.425], [1.264, 2.360, -4.105], [0.738, 1.015, -2.403], [8.308, 2.947, -6.357], [7.760, 4.501, -5.708], [6.832, 3.696, -6.970], [7.888, 1.082, -4.976], [6.509, -0.077, -3.248], [3.847, 3.217, -3.107], [5.197, 4.399, -4.827], [1.958, -0.432, -4.505], [3.199, 0.841, -4.533], [3.184, -2.946, -1.181], [2.893, -1.864, 0.200], [3.895, -1.517, 0.461], [2.540, -2.521, 1.002], [5.808, -0.830, 2.697], [4.421, -0.748, 2.473], [3.710, 0.224, 3.074], [4.398, 1.232, 4.201], [2.086, 0.249, 2.643], [6.140, -1.734, 2.186], [6.028, -0.889, 3.768], [6.310, 0.047, 2.280], [0.478, -1.881, -2.675], [0.198, -2.414, -1.901], [1.346, -2.232, -2.916]],
  "total_charge": -2,
  "lumo_ha": 0.091,
  "energy_ev": -107825.691,
  "e_above_lowest_kcal_mol": 81.6
}

***

{
  "formula": "C5H5NO2",
  "method": "ωB97M-V/def2-TZVPD",
  "symbols": ["O", "C", "C", "O", "H", "H", "C", "C", "C", "N", "H", "H", "H"],
  "xyz": [[-1.067, -1.173, -1.276], [-1.281, -0.347, -0.471], [-2.267, 0.548, 0.186], [-1.327, -0.070, 1.054], [-2.152, 1.610, -0.016], [-3.280, 0.153, 0.200], [1.994, -1.106, 0.112], [1.656, 0.145, 0.452], [0.848, 0.932, -0.471], [0.351, 1.891, -0.891], [2.889, -1.578, 0.485], [1.291, -1.745, -0.402], [2.345, 0.740, 1.038]],
  "lumo_ha": 0.010,
  "energy_ev": -10846.813,
  "e_above_lowest_kcal_mol": 103.8,
  "smiles": "O=C1CO1.C=CC#N"
}

***

{
  "formula": "C4H8ClN",
  "method": "ωB97M-V/def2-TZVPD",
  "symbols": ["C", "C", "C", "C", "N", "Cl", "H", "H", "H", "H", "H", "H", "H", "H"],
  "xyz": [[1.768, -1.061, 0.548], [1.193, 0.186, 0.587], [-1.383, -1.299, -1.475], [-0.725, 1.670, 0.614], [-0.085, 0.349, 0.488], [2.413, 1.446, 0.464], [2.857, -1.221, 0.579], [0.975, -1.867, 0.643], [-1.220, -2.042, -0.854], [-2.349, -1.312, -2.071], [-0.551, -0.602, -1.598], [-0.652, 1.946, 1.724], [-0.422, 2.268, -0.144], [-1.817, 1.539, 0.496]],
  "lumo_ha": [0.015, -0.040],
  "energy_ev": -18285.404,
  "e_above_lowest_kcal_mol": 100.7
}

***

{
  "formula": "C3H3LiNaO3",
  "method": "ωB97M-V/def2-TZVPD",
  "symbols": ["H", "C", "C", "O", "C", "O", "O", "Na", "H", "H", "Li"],
  "xyz": [[2.107, -0.704, 0.548], [2.930, 0.731, -0.523], [1.900, 0.475, 0.535], [0.656, 1.117, 0.155], [-0.399, 0.454, -0.029], [-0.656, -0.729, 0.088], [3.810, -0.118, -0.518], [-3.408, -1.225, -0.474], [2.561, 1.158, -1.477], [2.215, 0.833, 1.523], [0.300, -2.260, 1.065]],
  "total_charge": 2,
  "s_squared": 0.75,
  "lumo_ha": [-0.312, -0.347],
  "energy_ev": -13904.907,
  "e_above_lowest_kcal_mol": 2.6,
  "spin_multiplicity": 2
}

***

{
  "formula": "C13H29O26PS7",
  "method": "ωB97M-V/def2-TZVPD",
  "symbols": ["C", "C", "S", "C", "O", "S", "O", "O", "P", "O", "O", "O", "H", "H", "H", "H", "H", "H", "H", "H", "H", "C", "C", "O", "S", "O", "O", "O", "H", "H", "H", "H", "C", "C", "O", "S", "O", "O", "O", "H", "H", "H", "H", "C", "C", "O", "S", "O", "O", "O", "H", "H", "H", "H", "C", "C", "O", "S", "O", "O", "O", "H", "H", "H", "H", "C", "C", "O", "S", "O", "O", "O", "H", "H", "H", "H"],
  "xyz": [[-1.148, -6.344, 0.879], [-2.259, -6.243, -0.158], [-3.707, -5.317, 0.375], [-3.088, -3.637, 0.256], [-2.589, -3.385, -1.080], [-1.394, -2.351, -1.277], [-1.195, -2.363, -2.705], [-0.140, -3.337, -0.699], [0.931, -2.693, 0.330], [0.949, -1.242, 0.350], [2.266, -3.394, -0.154], [0.550, -3.322, 1.737], [-0.186, -6.552, 0.404], [-1.359, -7.140, 1.595], [-1.075, -5.409, 1.442], [-1.914, -5.825, -1.103], [-2.665, -7.234, -0.374], [-3.970, -3.011, 0.403], [-2.332, -3.388, 1.004], [2.188, -4.330, -0.382], [0.653, -4.281, 1.815], [-0.263, 0.461, -4.586], [-1.554, 0.618, -3.810], [-1.622, 2.035, -3.552], [-0.991, 2.840, -4.771], [-2.006, 3.290, -5.652], [-0.050, 3.762, -4.233], [-0.238, 1.617, -5.447], [0.609, 0.490, -3.931], [-0.239, -0.433, -5.201], [-1.538, 0.080, -2.872], [-2.425, 0.323, -4.397], [-1.350, 6.351, -1.505], [-0.784, 4.991, -1.146], [-0.059, 5.245, 0.073], [-0.802, 6.359, 0.931], [-1.627, 5.773, 1.924], [0.163, 7.338, 1.290], [-1.737, 6.905, -0.234], [-0.599, 6.997, -1.961], [-2.229, 6.297, -2.139], [-0.100, 4.608, -1.897], [-1.569, 4.260, -0.945], [3.305, 8.105, 1.976], [3.842, 6.983, 1.117], [4.787, 7.650, 0.253], [5.502, 8.833, 1.044], [6.752, 8.399, 1.558], [5.429, 10.003, 0.244], [4.467, 8.913, 2.249], [2.563, 8.705, 1.449], [2.894, 7.755, 2.917], [3.076, 6.518, 0.503], [4.361, 6.230, 1.707], [5.364, 2.012, 0.531], [4.365, 2.901, -0.185], [3.242, 2.923, 0.710], [3.742, 2.875, 2.223], [3.814, 4.192, 2.750], [3.023, 1.864, 2.904], [5.229, 2.395, 1.908], [5.116, 0.955, 0.429], [6.392, 2.190, 0.230], [4.030, 2.497, -1.135], [4.744, 3.916, -0.318], [-5.181, -10.643, 2.897], [-4.912, -9.261, 3.464], [-4.100, -8.644, 2.452], [-4.553, -9.140, 1.006], [-5.442, -8.206, 0.417], [-3.387, -9.554, 0.310], [-5.392, -10.398, 1.497], [-4.325, -11.309, 3.018], [-6.078, -11.106, 3.298], [-4.344, -9.278, 4.389], [-5.828, -8.684, 3.592]],
  "lumo_ha": -0.010,
  "energy_ev": -152319.976
}